[1]
Computed, not measured: a 2-piece molecular cluster, C6H4ClF3N4 overall at a distorted geometry, with ωB97M-V/def2-TZVPD.

```
18
Properties=species:S:1:pos:R:3:forces:R:3
C 1.00262 -1.63910 1.85004 0.551 -2.227 -1.929
C 0.24930 -2.27156 0.83451 0.421 2.340 2.454
C 1.14642 -0.22189 1.98689 -0.217 -1.793 -0.949
C -0.54263 -1.44275 -0.00330 3.426 -0.074 3.149
C -0.74580 0.54425 -0.81211 -2.036 -2.621 -0.542
C -1.15244 1.93784 -0.92336 -1.305 -0.256 -1.524
N 0.49593 0.51766 1.16547 -0.122 1.215 -0.105
N -1.09849 -1.62544 -1.12609 -1.135 0.806 -1.510
N -1.28021 -0.37291 -1.59597 -0.908 1.054 -1.926
N -0.27055 -0.08966 0.23528 0.334 -0.101 2.452
F -2.50060 1.95242 -0.82579 0.435 0.900 0.840
F -0.54741 2.79025 -0.14339 -0.513 0.343 0.181
F -0.95360 2.29837 -2.23871 0.052 0.833 -0.185
Cl 1.59474 1.17280 -1.51201 -0.589 1.985 -3.007
H 1.80464 -2.28179 2.22658 -0.567 0.238 0.663
H 0.27282 -3.31467 0.71464 0.120 -1.118 -0.230
H 1.95369 0.19640 2.59214 -0.734 0.207 0.070
H 0.57158 1.84979 -2.42482 2.787 -1.730 2.098
```
Positions in Å, forces in eV/Å.

Largest force on an atom in Eh/bohr: 0.0905
LUMO in hartree: -0.018
Total charge: 0
HOMO-LUMO gap in eV: 8.883
Relative energy (zero: lowest compared OMol25 entry of this formula, charge and spin) in kJ/mol: 161.9

Charges obtained by natural (NBO) population analysis, quoted in units of e: atom 1 (C): -0.262, atom 2 (C): -0.139, atom 3 (C): 0.033, atom 4 (C): 0.257, atom 5 (C): 0.191, atom 6 (C): 0.965, atom 7 (N): -0.197, atom 8 (N): -0.242, atom 9 (N): -0.233, atom 10 (N): -0.168, atom 11 (F): -0.299, atom 12 (F): -0.265, atom 13 (F): -0.319, atom 14 (Cl): -0.367, atom 15 (H): 0.225, atom 16 (H): 0.235, atom 17 (H): 0.225, atom 18 (H): 0.362



[2]
Computed, not measured: a 2-piece molecular cluster, C6H4F3NO overall at a distorted geometry, with ωB97M-V/def2-TZVPD.

```
15
Properties=species:S:1:pos:R:3:forces:R:3
C 1.18518 1.18228 0.16351 1.512 0.627 0.979
C 1.08416 -0.17539 -0.16491 -2.031 1.371 -0.478
C 0.03341 1.84352 -0.03328 -0.719 -0.379 -1.554
C -0.25978 -0.28727 -0.62156 1.125 0.740 -0.790
C -0.94844 -1.39378 -1.26498 0.651 0.760 -0.181
C -0.49946 -1.15056 1.79651 1.328 -0.252 1.470
N -0.80908 1.01144 -0.65970 -0.434 -1.138 0.751
O -1.97067 -1.31205 -1.84075 -1.204 -0.123 -0.379
F -0.24903 -2.53274 -1.26467 0.270 -0.266 0.346
F 0.38928 -2.14498 1.85481 -0.797 0.126 -0.384
F 0.09743 -0.25249 2.58139 -0.863 -0.115 -0.478
H 1.96198 1.82100 0.48536 1.399 -0.367 0.629
H 1.85255 -0.89970 -0.00731 -0.075 -0.499 -0.188
H -0.23378 2.86320 0.05131 0.078 0.786 0.225
H -1.63375 1.42751 -1.07573 -0.240 -1.269 0.034
```
Positions in Å, forces in eV/Å.

Largest force on an atom in Eh/bohr: 0.0486
LUMO in hartree: 0.005
Total charge: 0
HOMO-LUMO gap in eV: 9.282
Relative energy (zero: lowest compared OMol25 entry of this formula, charge and spin) in kJ/mol: 95.0

Charges obtained by natural (NBO) population analysis, quoted in units of e: atom 1 (C): -0.315, atom 2 (C): -0.217, atom 3 (C): -0.006, atom 4 (C): -0.053, atom 5 (C): 0.848, atom 6 (C): 0.655, atom 7 (N): -0.474, atom 8 (O): -0.536, atom 9 (F): -0.326, atom 10 (F): -0.354, atom 11 (F): -0.351, atom 12 (H): 0.227, atom 13 (H): 0.251, atom 14 (H): 0.215, atom 15 (H): 0.438



[3]
Computed, not measured: C6H4FMoN2O8S2 as an isolated structure at a distorted geometry, with ωB97M-V/def2-TZVPD.

```
24
Properties=species:S:1:pos:R:3:forces:R:3
Mo 0.14158 -1.74783 -1.72025 -0.699 -0.735 0.858
O 3.83089 -2.08530 -1.68992 -0.050 -0.067 0.052
S 2.76420 -1.17781 -1.56908 0.418 0.000 -0.310
O 2.93163 0.22286 -1.51829 0.032 0.146 -0.034
O 1.66394 -1.51967 -2.75805 -0.113 0.253 -0.144
O 1.71658 -1.61706 -0.49641 -0.083 0.105 0.147
F -0.05756 2.95822 3.15508 -0.012 0.004 0.006
C -0.21522 1.88724 2.41166 -0.071 -0.045 0.094
C -1.01560 1.89062 1.34559 -0.004 0.018 -0.080
N -1.16746 0.74664 0.55309 -0.045 0.077 -0.119
C -2.06531 0.76303 -0.62191 0.003 -0.048 0.183
C -1.22680 0.50793 -1.86805 -0.010 0.060 -0.085
O -0.43000 1.26580 -2.31891 -0.120 0.041 0.081
O -1.35432 -0.78649 -2.34408 0.544 0.317 -0.078
C -0.49694 -0.37215 0.85103 -0.042 -0.045 0.231
O -0.65643 -1.43974 0.15092 0.028 0.103 -0.564
N 0.30092 -0.38800 1.91597 -0.075 -0.036 0.039
C 0.53698 0.69392 2.81704 0.266 0.129 -0.231
O 1.30476 0.58878 3.71885 -0.100 -0.047 0.108
H -1.57121 2.76474 1.04125 0.022 0.017 0.008
H -2.50574 1.75332 -0.69242 0.004 0.007 0.011
H -2.84520 0.01542 -0.49893 0.011 -0.011 -0.029
H 0.82315 -1.24047 2.09383 0.000 0.014 -0.015
S -0.40681 -3.68396 -1.95799 0.095 -0.254 -0.129
```
Positions in Å, forces in eV/Å.

Largest force on an atom in Eh/bohr: 0.0258
LUMO in hartree: -0.245
Total charge: +1
HOMO-LUMO gap in eV: 7.356
Relative energy (zero: lowest compared OMol25 entry of this formula, charge and spin) in kJ/mol: 31.2

Charges obtained by natural (NBO) population analysis, quoted in units of e: atom 1 (Mo): 1.461, atom 2 (O): -0.827, atom 3 (S): 2.529, atom 4 (O): -0.861, atom 5 (O): -0.771, atom 6 (O): -0.897, atom 7 (F): -0.251, atom 8 (C): 0.308, atom 9 (C): -0.044, atom 10 (N): -0.352, atom 11 (C): -0.315, atom 12 (C): 0.721, atom 13 (O): -0.441, atom 14 (O): -0.599, atom 15 (C): 0.807, atom 16 (O): -0.647, atom 17 (N): -0.570, atom 18 (C): 0.595, atom 19 (O): -0.456, atom 20 (H): 0.260, atom 21 (H): 0.269, atom 22 (H): 0.258, atom 23 (H): 0.466, atom 24 (S): 0.356



[4]
Computed, not measured: a single C6H4FNO2 molecule at a distorted geometry, with ωB97M-V/def2-TZVPD.

```
14
Properties=species:S:1:pos:R:3:forces:R:3
C -0.15121 -1.15341 -1.73724 3.570 -0.061 3.212
C 0.18469 -0.21561 -0.46209 -4.461 -1.787 -1.713
C 1.35124 0.40572 -0.34957 2.249 0.684 1.872
C 0.79311 1.36698 1.68750 -0.629 -1.290 -1.265
C -0.47744 0.79093 1.56952 -0.211 -1.118 -0.145
C -0.81147 -0.05270 0.52319 -1.625 -0.041 -1.286
H -1.43394 -1.50489 -3.09851 0.604 1.305 1.339
H 2.13389 0.15041 -1.00796 0.824 0.150 -0.931
H 0.89253 1.89250 2.63492 1.029 0.298 -0.407
H -1.89623 -0.48462 0.32209 2.523 0.912 0.891
N 1.72015 1.13349 0.72762 -0.987 0.825 1.038
O -1.21953 -0.80555 -2.39048 -1.532 -1.164 -1.897
O 0.61127 -2.08414 -1.93364 -1.471 0.923 -0.606
F -1.35608 0.91980 2.58458 0.117 0.364 -0.101
```
Positions in Å, forces in eV/Å.

Largest force on an atom in Eh/bohr: 0.0992
LUMO in hartree: 0.011
Total charge: 0
HOMO-LUMO gap in eV: 10.273
Relative energy (zero: lowest compared OMol25 entry of this formula, charge and spin) in kJ/mol: 63.1

Charges obtained by natural (NBO) population analysis, quoted in units of e: atom 1 (C): 0.794, atom 2 (C): -0.140, atom 3 (C): 0.003, atom 4 (C): -0.028, atom 5 (C): 0.344, atom 6 (C): -0.231, atom 7 (H): 0.511, atom 8 (H): 0.211, atom 9 (H): 0.216, atom 10 (H): 0.251, atom 11 (N): -0.371, atom 12 (O): -0.658, atom 13 (O): -0.581, atom 14 (F): -0.320



[5]
Computed, not measured: a single C6H4N2 molecule at a distorted geometry, with ωB97M-V/def2-TZVPD.

```
12
Properties=species:S:1:pos:R:3:forces:R:3
C -2.39821 0.21430 -2.10275 9.182 -1.815 5.198
C -1.25979 0.02221 -1.54357 -5.218 1.584 -1.178
C -0.22407 0.07465 -0.45096 -0.013 -5.533 -5.844
C 0.70870 -1.04532 -0.43580 -0.136 -0.401 0.821
C 1.24636 -0.24616 1.68782 0.851 -0.467 -0.581
C 0.67114 1.00076 1.27471 0.815 -0.682 4.681
H -3.06257 0.39783 -2.80310 -3.117 0.659 -2.806
H 0.76026 -1.65108 -1.52222 0.169 1.105 3.685
H 1.69486 -0.36335 2.77708 -0.891 0.111 -2.662
H 0.68131 1.85915 2.04392 0.210 -1.251 -1.535
N 1.36622 -1.32506 0.78089 -1.640 2.930 -1.772
N -0.18420 1.06208 0.29398 -0.213 3.759 1.994
```
Positions in Å, forces in eV/Å.

Largest force on an atom in Eh/bohr: 0.2082
LUMO in hartree: 0.000
Total charge: 0
HOMO-LUMO gap in eV: 9.352
Relative energy (zero: lowest compared OMol25 entry of this formula, charge and spin) in kJ/mol: 369.3

Charges obtained by natural (NBO) population analysis, quoted in units of e: atom 1 (C): -0.160, atom 2 (C): -0.050, atom 3 (C): 0.095, atom 4 (C): 0.026, atom 5 (C): -0.028, atom 6 (C): -0.009, atom 7 (H): 0.207, atom 8 (H): 0.238, atom 9 (H): 0.223, atom 10 (H): 0.204, atom 11 (N): -0.378, atom 12 (N): -0.369



[6]
Computed, not measured: a 2-piece molecular cluster, C6H4N5O4 overall at a distorted geometry, with ωB97M-V/def2-TZVPD.

```
19
Properties=species:S:1:pos:R:3:forces:R:3
O -2.48460 4.20805 -0.23940 1.764 0.719 -0.324
C -3.56517 3.74674 -0.02815 -6.100 -2.685 1.189
N -4.69018 3.25829 0.19154 4.402 1.882 -0.845
C -1.38451 -2.26623 -1.74836 0.307 -0.028 -0.099
O 0.06763 -2.29159 -1.66388 -0.605 0.353 0.312
C 0.52590 -1.42009 -0.76642 3.172 -0.440 -0.428
N 1.87380 -1.37191 -0.67620 -1.208 -1.312 -1.294
C 2.36137 -0.55425 0.22160 2.066 1.842 2.148
N 3.68597 -0.32773 0.56766 -1.716 -0.534 -0.780
O 3.69567 0.63307 1.59373 -3.263 -0.563 -0.797
N 2.30665 0.97254 1.86810 -0.049 -0.765 -0.883
O 2.02928 1.76127 2.71220 0.284 0.595 0.691
C 1.48637 0.25013 1.02611 3.469 -0.004 0.214
C 0.13332 0.15521 0.86018 -1.347 -1.366 -1.472
N -0.34263 -0.71000 -0.07024 -0.379 2.218 2.449
H -1.69026 -2.97871 -2.50966 0.282 -0.031 -0.007
H -1.78472 -2.54091 -0.77371 -0.222 0.086 -0.186
H -1.67793 -1.25392 -2.02081 -0.313 -0.174 0.068
H -0.54593 0.73006 1.45573 -0.546 0.209 0.043
```
Positions in Å, forces in eV/Å.

Largest force on an atom in Eh/bohr: 0.1317
LUMO in hartree: 0.009
Total charge: -1
HOMO-LUMO gap in eV: 3.677
Relative energy (zero: lowest compared OMol25 entry of this formula, charge and spin) in kJ/mol: 66.5

Charges obtained by natural (NBO) population analysis, quoted in units of e: atom 1 (O): -0.744, atom 2 (C): 0.608, atom 3 (N): -0.861, atom 4 (C): -0.260, atom 5 (O): -0.458, atom 6 (C): 0.697, atom 7 (N): -0.495, atom 8 (C): 0.317, atom 9 (N): -0.176, atom 10 (O): -0.155, atom 11 (N): 0.448, atom 12 (O): -0.314, atom 13 (C): -0.118, atom 14 (C): 0.175, atom 15 (N): -0.503, atom 16 (H): 0.192, atom 17 (H): 0.197, atom 18 (H): 0.210, atom 19 (H): 0.240